Entry from the OMol25 dataset: a cluster of 3 separate species, C36H60IN7O8P2 in total (ωB97M-V/def2-TZVPD).

Structure (XYZ):
```
114
Properties=species:S:1:pos:R:3:forces:R:3:lowdin_charge:R:1
C -3.10270 1.87709 0.19784 0.491 -0.592 -0.583 0.024
C -1.68715 1.61176 0.70781 -0.373 -0.271 1.098 -0.507
O -1.49875 1.21164 1.83231 0.093 0.277 -0.998 0.116
O -0.63946 1.88582 -0.15018 -0.676 0.352 0.434 -0.054
C -0.09231 3.18802 0.16958 0.480 0.625 -0.332 -0.166
C -0.37302 4.22048 -0.96663 -0.250 -0.772 0.821 -0.162
C -1.03263 5.47664 -0.36004 0.192 -0.398 -1.069 -0.221
C -1.67746 6.40308 -1.42274 0.701 -0.266 0.761 -0.211
C -1.98049 7.75813 -0.74921 -0.503 0.385 -0.798 -0.216
C -3.19280 8.49923 -1.37240 -0.169 -1.153 -0.211 -0.194
C -4.50144 7.83498 -0.85498 0.520 0.377 0.337 -0.208
C -5.21679 8.66289 0.25699 -1.021 -0.541 -1.490 -0.118
C -6.66599 8.14550 0.35566 1.761 -0.204 0.418 -0.200
C -7.74475 8.99647 0.38256 -0.605 0.339 -0.144 -0.089
C -9.03766 8.47337 0.43089 -0.348 0.474 0.141 -0.589
I -10.70951 9.78785 0.45275 0.655 -0.193 -0.062 0.929
C -9.21095 7.10886 0.45111 -1.019 -0.957 0.063 -0.151
C -8.10565 6.24809 0.46252 -0.182 -0.465 -0.027 -0.076
C -6.83261 6.75860 0.41607 -0.274 0.038 0.266 0.034
C -8.34863 4.74900 0.48782 -0.225 -0.171 -0.007 -0.262
O -7.70848 3.98156 1.17439 0.016 0.412 -0.595 0.130
C -9.49413 4.31006 -0.40239 0.780 0.952 0.967 -0.098
C -9.44039 3.16865 -1.16328 0.206 -0.339 0.095 0.009
C -10.50975 2.84814 -1.98761 0.269 -0.052 -0.051 0.005
C -11.59915 3.70734 -2.01860 -0.340 0.017 -0.517 -0.257
O -12.67504 3.44465 -2.85662 0.250 0.164 0.733 -0.043
N -12.16088 2.92564 -4.11000 -0.066 -0.909 -0.072 0.009
O -12.57107 1.85284 -4.27321 -0.033 0.501 -0.469 0.108
C -11.65909 4.84209 -1.23063 -0.558 0.760 0.354 0.074
C -10.59929 5.16132 -0.40966 0.258 -0.074 0.017 -0.069
C -10.56293 6.40967 0.45725 -0.071 0.046 -0.131 -0.298
O -11.52345 6.78586 1.08827 0.392 -0.165 -0.449 0.067
H -3.16606 1.58094 -0.85710 -0.016 0.211 0.179 0.087
H -3.36848 2.93777 0.27941 0.193 -0.176 0.043 0.083
H -3.80283 1.26723 0.77276 0.129 0.264 0.030 0.087
H -0.53203 3.55129 1.10897 0.083 -0.191 -0.167 0.120
H 0.98533 3.09069 0.35179 -0.261 -0.242 -0.097 0.123
H 0.56597 4.41981 -1.49567 -0.281 0.240 0.011 0.113
H -1.04873 3.70782 -1.66542 0.085 0.280 0.035 0.116
H -1.81820 5.13010 0.32824 0.216 0.273 0.037 0.106
H -0.25453 6.01300 0.20387 -0.394 0.032 0.024 0.124
H -0.95810 6.50006 -2.25052 -0.289 0.241 0.115 0.116
H -2.56137 5.89826 -1.83795 0.031 0.245 0.160 0.112
H -1.09109 8.39427 -0.84614 -0.089 -0.205 0.429 0.113
H -2.22981 7.55493 0.30358 0.373 0.304 -0.114 0.108
H -3.17588 9.58206 -1.20531 -0.006 -0.224 0.115 0.104
H -3.16767 8.32902 -2.46078 0.151 0.300 0.228 0.107
H -5.18936 7.62435 -1.68504 0.012 0.286 0.256 0.120
H -4.22596 6.85243 -0.44609 -0.103 0.146 -0.140 0.089
H -4.70446 8.58465 1.22047 -0.009 0.231 -0.184 0.126
H -5.26488 9.68878 -0.13118 0.166 -0.020 0.590 0.111
H -7.60737 10.07501 0.33416 0.052 -0.220 0.040 0.106
H -5.99304 6.07051 0.42729 -0.078 0.193 0.032 0.127
H -8.54446 2.55521 -1.08354 -0.286 -0.035 -0.154 0.131
H -10.47478 1.96089 -2.61174 -0.044 0.121 0.168 0.113
H -12.51582 5.51295 -1.25731 0.035 -0.285 -0.127 0.143
C 2.76447 -1.17484 -1.71692 -0.248 -0.521 0.000 -0.139
N 3.85348 -0.99475 -0.77705 0.452 -0.164 -0.217 -0.309
C 5.11744 -0.96995 -1.50948 0.356 0.236 0.307 -0.142
P 3.94877 -1.72860 0.78028 -4.876 4.972 -0.997 0.726
O 4.88751 -0.72714 1.42091 2.180 -3.046 0.073 -0.298
N 2.55644 -1.27867 1.72284 -0.730 -0.164 0.041 -0.353
C 1.78816 -0.10310 1.33877 0.117 0.113 -0.357 -0.128
C 2.82321 -1.24268 3.15717 0.198 -0.201 -0.039 -0.151
N 3.11153 -3.19500 0.22620 2.283 -1.413 1.242 -0.286
C 1.93808 -3.73733 0.91322 -0.295 0.081 0.286 -0.128
C 4.08508 -4.29595 0.04887 0.138 0.101 -0.496 -0.150
H 2.85110 -2.10834 -2.29022 -0.013 0.008 -0.017 0.079
H 2.75789 -0.34522 -2.42910 0.157 0.044 0.075 0.085
H 1.78985 -1.17397 -1.23546 0.078 -0.089 0.126 0.056
H 5.34934 -1.94956 -1.95241 -0.025 0.060 -0.164 0.071
H 5.94346 -0.69282 -0.85460 -0.105 -0.027 0.104 0.070
H 5.08647 -0.22834 -2.31075 -0.138 -0.044 -0.014 0.080
H 2.42895 0.76939 1.15737 -0.034 0.068 -0.034 0.087
H 1.07031 0.16475 2.11539 0.095 -0.154 0.116 0.075
H 1.19016 -0.29303 0.44781 0.072 0.084 -0.060 0.053
H 3.33406 -0.32192 3.45962 0.078 -0.063 0.039 0.079
H 3.44931 -2.08869 3.45576 0.036 0.058 0.012 0.072
H 1.88650 -1.32159 3.71528 -0.058 0.015 -0.114 0.082
H 2.13157 -3.96693 1.96430 -0.131 -0.026 0.022 0.082
H 1.62410 -4.66191 0.41747 0.355 -0.024 -0.117 0.083
H 1.09325 -3.05886 0.84253 0.164 0.156 0.141 0.076
H 4.45994 -4.65863 1.01162 -0.019 -0.180 -0.052 0.076
H 4.94429 -3.95536 -0.53791 -0.012 0.083 0.057 0.063
H 3.64008 -5.13092 -0.49562 -0.080 0.051 0.033 0.077
C 7.65561 -6.74551 1.86517 -0.470 -0.233 0.185 -0.136
N 8.04346 -7.07604 0.50796 -0.224 0.307 -0.324 -0.306
C 7.77380 -5.93108 -0.35664 0.298 -0.013 -0.461 -0.135
P 7.80477 -8.60730 -0.24655 4.665 0.442 5.175 0.725
O 8.89428 -8.49354 -1.29160 -2.999 -0.117 -2.221 -0.297
N 8.60008 -9.84674 0.68520 -0.103 -0.388 0.690 -0.358
C 9.65095 -9.47061 1.61842 -0.013 0.404 0.026 -0.129
C 9.04712 -10.97397 -0.12734 -0.200 0.063 -0.184 -0.154
N 6.29210 -8.89417 0.64012 -1.083 -0.618 -2.700 -0.288
C 6.04844 -10.11811 1.40583 0.178 -0.344 0.158 -0.129
C 5.13185 -8.67932 -0.25553 -0.075 0.547 0.100 -0.138
H 6.58970 -6.49037 1.94974 0.002 0.004 0.023 0.074
H 8.23334 -5.88346 2.20888 0.049 0.012 -0.172 0.088
H 7.85702 -7.55022 2.56761 -0.067 -0.110 -0.126 0.056
H 6.69337 -5.74966 -0.45807 0.008 0.148 0.083 0.055
H 8.18359 -6.08467 -1.35489 0.007 -0.162 0.053 0.073
H 8.24038 -5.02461 0.03552 -0.044 -0.064 0.154 0.085
H 10.39160 -8.80017 1.16636 0.063 0.017 0.052 0.088
H 10.17620 -10.35724 1.97873 -0.095 -0.109 -0.170 0.080
H 9.24009 -8.99292 2.50852 0.026 0.110 -0.050 0.056
H 9.98327 -10.75855 -0.65378 -0.055 -0.020 -0.092 0.080
H 8.29287 -11.23482 -0.87498 0.056 0.020 -0.030 0.073
H 9.19542 -11.85553 0.50223 -0.024 0.074 0.096 0.080
H 6.13137 -11.02187 0.79680 -0.013 -0.078 0.109 0.082
H 5.03853 -10.08602 1.82699 -0.077 0.234 -0.279 0.084
H 6.72300 -10.19182 2.25344 0.177 -0.007 -0.191 0.075
H 5.04598 -9.47196 -1.00485 -0.152 -0.027 0.040 0.081
H 5.23263 -7.72632 -0.78544 0.088 -0.031 -0.008 0.067
H 4.20246 -8.63089 0.31390 0.062 -0.038 0.059 0.079
```
Positions in Å, forces in eV/Å.

Calculated values
Highest occupied orbital energy ... -7.952 eV
HOMO-LUMO gap ... 7.10 eV
Structure (SMILES) ... CC(=O)OCCCCCCCCc1cc(I)c2c(c1)C(=O)c1ccc(ON=O)cc1C2=O.CN(C)P(=O)(N(C)C)N(C)C.CN(C)P(=O)(N(C)C)N(C)C
Energy above the lowest of the compared OMol25 structures with the same formula, charge and spin ... 74.8 kcal/mol
Calculated total energy ... -91787.5973 eV